DFT (ωB97M-V with the def2-TZVPD basis set) results for one molecule with the formula C8H14N2O6.

Last column: Mulliken charge in e.
Geometry (Å):
C: 0.0057 -2.2810 -1.8923  -1.073
C: 1.2524 -1.3407 -2.2233  0.212
O: 0.9713 -0.5019 -3.2900  -0.577
C: 1.8860 -0.7077 -0.9055  -0.472
N: 0.9191 0.1207 -0.0328  0.023
C: 0.6268 -0.2460 1.2428  0.265
O: 1.2167 -1.1586 1.8105  -0.675
C: -0.6011 0.5846 1.9206  0.008
N: -0.4426 1.9580 1.4335  -0.601
C: -2.0516 0.0267 1.6513  -0.415
C: -2.9726 1.0146 2.2560  0.412
O: -2.7791 1.8143 3.1810  -0.608
O: -4.1990 0.8740 1.7745  -0.445
C: 3.0129 0.2791 -1.3463  0.324
O: 4.1922 0.0383 -1.5862  -0.615
O: 2.4756 1.4388 -1.5965  -0.409
H: 0.2499 -3.0747 -1.1690  0.348
H: -0.6873 -1.5931 -1.3652  0.037
H: -0.4310 -2.6800 -2.7579  0.397
H: 2.0163 -2.0211 -2.6887  0.358
H: 0.7653 0.3541 -2.7978  0.399
H: 2.1079 -1.5865 -0.3509  0.608
H: 0.4402 0.9259 -0.4246  0.345
H: -0.2842 0.5391 2.9349  0.431
H: -0.2550 2.5185 2.2574  0.259
H: -1.2741 2.2473 0.9953  0.205
H: -2.2903 -0.9661 2.0982  0.363
H: -2.3483 -0.0148 0.5228  0.182
H: -4.7849 1.5031 2.3088  0.376
H: 3.2629 1.9353 -1.9601  0.336

Calculated values
* SMILES string: C[C@@H](O)[C@H](NC(=O)[C@@H](N)CC(=O)O)C(=O)O
* DFT total energy: -874.1972 Ha
* LUMO level: 0.320 eV



DFT (ωB97M-V with the def2-TZVPD basis set) results for a 2-piece molecular cluster, C4H8NO overall.

Last column: Mulliken charge in e.
Geometry (Å):
C: -0.7926 -0.2758 1.3591  0.670
C: 1.5912 -0.9030 1.7488  -0.485
C: 0.2538 -1.1559 1.6409  -0.146
C: -0.1344 1.2749 -1.6947  -0.751
N: -0.8985 0.0802 -1.4093  -0.499
O: -1.7488 0.3267 1.3336  -0.077
H: 2.1273 -1.7012 2.1978  0.265
H: 2.1265 -0.0146 1.6494  0.325
H: -0.2126 -2.0257 2.0138  0.365
H: 0.8008 1.0029 -2.1311  0.318
H: -0.5863 1.9554 -2.4507  0.299
H: -0.0564 1.6826 -0.7321  0.235
H: -0.6538 -0.6490 -2.1278  0.245
H: -1.8161 0.4024 -1.3977  0.236

Calculated values
* DFT total energy: -286.8477 Ha
* total charge: +1
* LUMO level (spin up / spin down): -6.304 / -6.303 eV



DFT (ωB97M-V with the def2-TZVPD basis set) results for one molecule with the formula C3H5NO2.

Last column: Mulliken charge in e.
Geometry (Å):
C: 1.3127 -0.1257 0.2529  -0.786
N: -0.1304 -0.0742 -0.0782  0.139
C: -0.6522 1.2035 0.0325  0.094
O: 0.0257 2.1567 0.3318  -0.502
C: -1.0284 -1.1126 -0.3847  0.180
O: -0.7870 -2.2875 -0.4911  -0.489
H: 1.8083 -0.9640 -0.2282  0.314
H: 1.4497 -0.1614 1.3386  0.295
H: 1.7930 0.8089 -0.0656  0.315
H: -1.7318 1.2830 -0.1731  0.235
H: -2.0598 -0.7267 -0.5348  0.203

Calculated values
* SMILES string: CN(C=O)C=O
* DFT total energy: -322.5523 Ha
* LUMO level: 0.765 eV



DFT (ωB97M-V with the def2-TZVPD basis set) results for one molecule with the formula C5H9NO.

Last column: Mulliken charge in e.
Geometry (Å):
C: 2.0588 0.1524 -0.0199  -1.091
C: 0.6598 0.1326 0.5913  -0.542
C: -0.3741 -0.2607 -0.4612  -0.002
O: -0.2148 -1.6027 -0.8841  -0.537
C: -1.8390 -0.0564 -0.0287  -0.523
C: -2.0891 1.3147 0.4231  0.282
N: -2.2151 2.4098 0.7706  -0.430
H: 2.1103 0.8995 -0.8200  0.315
H: 2.8248 0.3980 0.7200  0.364
H: 2.3053 -0.8189 -0.4605  0.280
H: 0.4105 1.1176 1.0032  0.373
H: 0.6119 -0.5758 1.4345  0.285
H: -0.2103 0.3697 -1.3442  0.282
H: 0.1287 -2.1043 -0.1328  0.377
H: -2.1000 -0.7651 0.7642  0.255
H: -2.4799 -0.2782 -0.8877  0.311

Calculated values
* SMILES string: CC[C@@H](O)CC#N
* DFT total energy: -325.9012 Ha
* LUMO level: 0.759 eV



DFT (ωB97M-V with the def2-TZVPD basis set) results for an isolated ion of composition C5H9N2 and charge +1.

Last column: Mulliken charge in e.
Geometry (Å):
C: -1.3641 -0.2324 1.1346  -1.333
C: -0.0636 0.0062 0.3536  0.969
C: 1.0833 -0.9080 0.5136  -0.721
C: 0.2892 -0.9142 -0.7740  -0.296
N: 1.0068 0.2438 -1.8790  -0.270
C: 0.6125 1.3886 -1.3700  -0.070
N: 0.1225 1.4254 -0.1279  -0.152
H: -1.2323 -0.2933 2.2112  0.326
H: -1.7951 -1.1550 0.7721  0.364
H: -2.0558 0.6073 0.9304  0.385
H: 0.9052 -1.7279 1.2299  0.292
H: 2.0661 -0.4966 0.5763  0.262
H: -0.1641 -1.7197 -1.3683  0.398
H: 1.4437 -0.0315 -2.7620  0.235
H: 0.5687 2.3536 -1.8672  0.398
H: -0.1052 2.2929 0.3036  0.213

Calculated values
* SMILES string: C[C@@]12C[C@@H]1[NH+]=CN2
* DFT total energy: -305.1244 Ha
* total charge: +1
* LUMO level: -3.424 eV



DFT (ωB97M-V with the def2-TZVPD basis set) results for a 2-piece molecular cluster, CH2FN2O2 overall.

Last column: Mulliken charge in e.
Geometry (Å):
C: 2.2976 -0.3190 0.1246  0.543
N: 0.7117 -0.0955 0.0728  0.184
N: -0.0426 -0.9694 -0.4812  -0.323
O: 2.8597 0.5590 0.7143  -0.661
O: 2.6037 -1.2720 -0.5275  -0.588
F: -1.0125 -1.9460 0.7153  -0.596
H: 0.3028 0.8272 0.1793  0.208
H: -0.9352 -0.4666 -0.7765  0.233

Calculated values
* DFT total energy: -399.1524 Ha
* total charge: -1
* LUMO level (spin up / spin down): 4.212 / 4.212 eV



DFT (ωB97M-V with the def2-TZVPD basis set) results for a 4-piece molecular cluster, C12H34N2O6 overall.

Last column: Mulliken charge in e.
Geometry (Å):
C: -20.1613 5.3418 17.3829  -0.823
O: -19.8114 4.2026 16.6516  0.007
C: -18.8620 4.4447 15.6274  -0.542
C: -18.8326 3.2329 14.7098  -0.900
N: -20.1438 2.8703 14.1759  -0.302
C: -20.4874 3.6749 12.9912  -0.451
C: -21.8230 3.3178 12.3860  -0.776
O: -22.8439 3.8918 13.1596  -0.259
C: -24.1453 3.6271 12.6683  -0.813
H: -20.9508 5.1536 18.1046  0.250
H: -20.5247 6.1466 16.7293  0.392
H: -19.3183 5.7904 17.9194  0.159
H: -17.8676 4.7505 15.9632  0.340
H: -19.2917 5.2823 15.0572  0.372
H: -18.5486 2.4174 15.3913  0.353
H: -18.0589 3.3329 13.9540  0.456
H: -20.8507 3.0098 14.8846  0.142
H: -19.7075 3.6333 12.2277  0.457
H: -20.4656 4.7243 13.3238  0.236
H: -21.8583 2.2187 12.3675  0.320
H: -21.8803 3.5925 11.3277  0.491
H: -24.2947 3.8972 11.6236  0.320
H: -24.7796 4.1994 13.3412  0.243
H: -24.3931 2.5713 12.8128  0.315
C: -16.6101 3.0016 19.2355  -0.871
O: -17.9803 2.8451 19.5406  -0.157
C: -18.4373 1.5137 19.6437  -0.830
C: -19.9339 1.6778 19.9075  -0.598
N: -20.6322 1.9706 18.6703  -0.275
C: -21.9939 2.4431 18.8802  -0.818
C: -22.6983 2.5217 17.5132  0.015
O: -23.8704 1.7580 17.4904  -0.432
C: -24.4378 1.7425 16.2082  -0.720
H: -16.1645 3.8532 19.7531  0.243
H: -16.4983 3.1845 18.1616  0.253
H: -16.0278 2.1250 19.5325  0.366
H: -17.8856 0.9719 20.4298  0.538
H: -18.2498 0.8442 18.7898  0.379
H: -19.9761 2.4954 20.6450  0.252
H: -20.4318 0.8690 20.4513  0.435
H: -20.0944 2.6288 18.1109  0.260
H: -21.9528 3.4445 19.3279  0.224
H: -22.5867 1.7399 19.4647  0.529
H: -21.9930 2.2586 16.7140  0.031
H: -22.9087 3.5750 17.2337  0.256
H: -25.2978 1.0762 16.1232  0.354
H: -23.7706 1.3687 15.4202  0.276
H: -24.7469 2.7673 15.9756  0.295
O: -17.2396 7.3583 19.2946  -0.590
H: -16.7532 7.5112 18.4767  0.298
H: -16.5708 7.3892 19.9884  0.302
O: -19.7035 5.2464 20.5958  -0.608
H: -19.0985 4.7030 20.0667  0.289
H: -19.5655 6.1451 20.2734  0.316

Calculated values
* SMILES string: COCCNCCOC.COCCNCCOC.O.O
* DFT total energy: -1038.4451 Ha
* LUMO level: 0.338 eV



DFT (ωB97M-V with the def2-TZVPD basis set) results for a 2-piece molecular cluster, FH3S overall.

Last column: Mulliken charge in e.
Geometry (Å):
F: 1.0025 1.0561 -0.6161  -0.339
H: 1.2769 0.6116 0.1491  0.378
S: -0.8156 -0.8977 -0.3531  -0.291
H: 0.0219 -0.9348 0.6971  0.073
H: -1.4857 0.1647 0.1229  0.178

Calculated values
* SMILES string: F.S
* DFT total energy: -499.8226 Ha
* LUMO level: 0.572 eV



DFT (ωB97M-V with the def2-TZVPD basis set) results for a 2-piece molecular cluster, C4H14NOS overall.

Last column: Mulliken charge in e.
Geometry (Å):
C: 0.8463 -0.7574 -0.1310  -0.380
C: 1.3282 0.1966 -1.2058  -0.455
C: 0.5623 1.5184 -1.3024  -0.642
S: -0.3620 2.0510 0.1449  -0.104
C: -1.9071 1.1535 0.1127  -0.778
N: 1.4421 -0.3230 1.2081  -0.253
H: -0.2049 -0.7444 0.0592  -0.081
H: 1.2187 -1.7611 -0.2896  0.490
H: 1.3228 -0.3289 -2.1639  0.350
H: 2.3793 0.4443 -0.9972  0.296
H: -0.0241 1.5934 -2.2015  0.410
H: 1.2882 2.3244 -1.4484  0.330
H: -1.8675 0.0815 0.0086  0.249
H: -2.6031 1.4839 -0.6646  0.321
H: -2.3828 1.3931 1.0569  0.303
H: 2.4591 -0.4281 1.1832  0.358
H: 1.1961 0.6656 1.3897  0.248
H: 1.1078 -0.9287 1.9483  0.340
H: -2.2315 -2.0012 1.5727  0.327
H: -1.8189 -3.2942 0.9120  0.284
O: -1.7491 -2.3386 0.8080  -0.614

Calculated values
* DFT total energy: -688.7404 Ha
* total charge: +1
* LUMO level: -3.199 eV



DFT (ωB97M-V with the def2-TZVPD basis set) results for C44H39GeN10O4S2Ti as an isolated structure.

Last column: Löwdin spin population.
Geometry (Å):
Ti: -1.2561 0.7518 -1.0284  0.971
N: -2.4350 0.4349 3.3831  0.019
C: -2.2566 0.5379 2.0176  0.037
S: -1.7494 -0.8641 1.1664  0.002
N: -2.5747 1.6769 1.4767  -0.001
N: -2.4302 1.7965 0.1441  0.171
C: -3.0415 2.8329 -0.4128  0.153
C: -2.9773 2.9302 -1.8059  0.124
C: -3.7313 3.8354 -2.5874  0.023
C: -3.7955 3.6632 -3.9404  0.072
C: -3.0905 2.5931 -4.5234  0.071
C: -2.2974 1.8098 -3.7194  0.033
N: -2.1865 1.9821 -2.4027  0.127
H: -1.8658 -0.2675 3.8290  0.001
H: -2.4903 1.3284 3.8524  0.001
H: -3.6456 3.4943 0.2013  0.009
H: -4.2627 4.6344 -2.0923  -0.001
H: -4.3870 4.3242 -4.5590  0.004
H: -3.1724 2.3884 -5.5797  0.004
H: -1.7183 0.9973 -4.1520  0.002
N: -7.2514 -4.4287 0.9144  0.000
C: -6.4795 -3.5662 0.1503  0.000
C: -6.4621 -3.6826 -1.2409  0.000
C: -5.7674 -2.7666 -2.0059  0.000
C: -5.0921 -1.7352 -1.3864  0.001
C: -5.0888 -1.6095 -0.0103  0.001
C: -5.7754 -2.5251 0.7598  0.000
S: -4.2411 -0.4771 -2.3226  0.001
O: -4.8246 0.7871 -1.9501  0.002
O: -4.2794 -0.8031 -3.7288  0.002
N: -2.7100 -0.4656 -1.7671  0.017
C: -1.9646 -1.5619 -1.8428  0.023
N: -0.6627 -1.2905 -1.5315  0.008
C: 0.1643 -2.3284 -1.4389  0.016
C: -0.2629 -3.6204 -1.7050  0.000
C: -1.5888 -3.7776 -2.0890  0.020
N: -2.4474 -2.7627 -2.1486  -0.003
H: -7.4650 -5.3169 0.4870  0.000
H: -6.9909 -4.4902 1.8866  0.000
H: -6.9996 -4.4957 -1.7095  0.000
H: -5.7288 -2.8353 -3.0804  0.000
H: -4.5379 -0.7983 0.4402  0.000
H: -5.7747 -2.4447 1.8374  0.000
H: 1.1881 -2.0972 -1.1697  0.001
H: 0.4119 -4.4591 -1.6355  0.000
H: -1.9952 -4.7472 -2.3533  0.001
N: 2.3922 5.4595 -3.5070  -0.001
C: 2.0465 4.3560 -3.4990  0.000
C: 1.6589 3.0161 -3.5229  0.001
C: 2.1502 2.1213 -4.5229  0.010
C: 1.6873 0.8260 -4.4836  0.001
C: 0.8064 0.4263 -3.4892  0.010
N: 0.3571 1.2637 -2.5100  0.010
C: 0.7687 2.5205 -2.5638  0.010
H: 2.8535 2.4628 -5.2663  0.001
H: 2.0045 0.1062 -5.2270  0.000
H: 0.4474 -0.5920 -3.4594  0.001
H: 0.3991 3.1965 -1.7970  0.001
O: -0.1565 3.1368 0.1950  0.021
C: 0.2399 2.1045 0.7392  0.008
O: 0.2371 0.9639 0.1701  0.014
C: 0.7550 2.1802 2.1812  0.001
C: 1.0388 0.8123 2.7769  0.000
Ge: 2.8316 0.0697 2.3193  0.000
C: 2.9884 -1.7117 3.1888  0.000
C: 4.1884 -2.4137 3.1502  0.000
C: 4.3125 -3.6475 3.7622  0.000
C: 3.2307 -4.2007 4.4280  0.000
C: 2.0296 -3.5138 4.4754  0.000
C: 1.9124 -2.2808 3.8579  0.000
C: 3.2641 -0.1215 0.3949  0.000
C: 3.4665 -1.3765 -0.1636  0.000
C: 3.7865 -1.5118 -1.5044  0.000
C: 3.9246 -0.3882 -2.3007  0.000
C: 3.7393 0.8684 -1.7500  0.000
C: 3.3962 0.9965 -0.4171  0.000
C: 4.2128 1.2312 3.1963  0.000
C: 4.9378 0.7878 4.2971  0.000
C: 5.8409 1.6139 4.9435  0.000
C: 6.0277 2.9163 4.5117  0.000
C: 5.3181 3.3734 3.4151  0.000
C: 4.4284 2.5358 2.7656  0.000
H: -0.0254 2.6994 2.7448  0.000
H: 1.6394 2.8219 2.1960  0.000
H: 0.2998 0.1040 2.3986  0.000
H: 0.9520 0.8511 3.8664  0.000
H: 5.0332 -1.9785 2.6290  0.000
H: 5.2541 -4.1786 3.7195  0.000
H: 3.3262 -5.1648 4.9082  0.000
H: 1.1810 -3.9404 4.9929  0.000
H: 0.9673 -1.7564 3.8850  0.000
H: 3.3685 -2.2584 0.4587  0.000
H: 3.9319 -2.4972 -1.9289  0.000
H: 4.1774 -0.4898 -3.3468  0.000
H: 3.8630 1.7511 -2.3612  0.000
H: 3.2285 1.9836 -0.0098  0.000
H: 4.7921 -0.2237 4.6528  0.000
H: 6.4037 1.2433 5.7900  0.000
H: 6.7216 3.5686 5.0254  0.000
H: 5.4601 4.3867 3.0646  0.000
H: 3.8932 2.9119 1.9054  0.000

Calculated values
* DFT total energy: -6271.5813 Ha
* <S²>: 2.02
* spin multiplicity: 3
* total charge: -1
* LUMO level (spin up / spin down): 1.760 / 1.769 eV



DFT (ωB97M-V with the def2-TZVPD basis set) results for one molecule with the formula C6H10.

Last column: Mulliken charge in e.
Geometry (Å):
C: -0.8884 -0.1114 1.7702  -1.232
C: -0.9703 -0.4116 0.2819  0.023
C: -0.5903 0.2704 -1.0310  -0.381
C: 0.7159 1.0495 -1.1712  -0.500
C: 1.4025 0.0066 -0.2647  -0.714
C: 0.1911 -0.9271 -0.4921  -0.232
H: -1.5557 0.6830 2.1188  0.291
H: 0.1266 0.1196 2.1043  0.302
H: -1.1755 -1.0397 2.2833  0.324
H: -1.8826 -0.9700 0.0631  0.376
H: -1.3458 0.2540 -1.8140  0.327
H: 1.0715 0.8882 -2.1981  0.244
H: 0.7731 2.1215 -0.9457  0.314
H: 1.4831 0.3555 0.7690  0.127
H: 2.3839 -0.3552 -0.5782  0.338
H: 0.2609 -1.9332 -0.8957  0.392

Calculated values
* SMILES string: C[C@H]1[C@H]2CC[C@@H]12
* DFT total energy: -234.5373 Ha
* LUMO level: 1.198 eV



DFT (ωB97M-V with the def2-TZVPD basis set) results for one molecule with the formula C6H7N.

Last column: Mulliken charge in e.
Geometry (Å):
C: -2.4869 0.3504 0.1095  -0.704
C: -1.5272 -0.4447 -0.2450  -0.353
C: -0.1591 -0.2363 -0.2733  0.633
C: 0.8426 -1.0819 -0.0618  -0.333
C: 2.0815 -0.5260 0.1186  -0.326
C: 1.8693 0.7740 -0.0589  -0.390
N: 0.4695 1.0518 -0.0500  -0.136
H: -2.2515 1.3979 0.4942  0.228
H: -3.4707 -0.1860 0.2003  0.240
H: -1.8248 -1.5561 -0.2117  0.168
H: 0.5070 -2.1573 0.3161  0.128
H: 3.1744 -0.8472 0.1560  0.294
H: 2.6033 1.5366 -0.2642  0.387
H: 0.1725 1.9248 -0.2298  0.162

Calculated values
* SMILES string: C=Cc1ccc[nH]1
* DFT total energy: -287.4906 Ha
* LUMO level: 0.986 eV



> Among the records above, which one has the highest DFT total energy?

C6H10



What did the second record say?
DFT (ωB97M-V with the def2-TZVPD basis set) results for a 2-piece molecular cluster, C4H8NO overall.

Last column: Mulliken charge in e.
Geometry (Å):
C: -0.7926 -0.2758 1.3591  0.670
C: 1.5912 -0.9030 1.7488  -0.485
C: 0.2538 -1.1559 1.6409  -0.146
C: -0.1344 1.2749 -1.6947  -0.751
N: -0.8985 0.0802 -1.4093  -0.499
O: -1.7488 0.3267 1.3336  -0.077
H: 2.1273 -1.7012 2.1978  0.265
H: 2.1265 -0.0146 1.6494  0.325
H: -0.2126 -2.0257 2.0138  0.365
H: 0.8008 1.0029 -2.1311  0.318
H: -0.5863 1.9554 -2.4507  0.299
H: -0.0564 1.6826 -0.7321  0.235
H: -0.6538 -0.6490 -2.1278  0.245
H: -1.8161 0.4024 -1.3977  0.236

Calculated values
* DFT total energy: -286.8477 Ha
* total charge: +1
* LUMO level (spin up / spin down): -6.304 / -6.303 eV